# C31H43I2MoN8

A structure of composition C31H43I2MoN8 at a distorted geometry (the ωB97M-V functional and the def2-TZVPD basis, OMol25).

Element x y z (Å)
Mo -0.35011 -0.19853 0.38600
C -2.54201 0.12397 2.41860
N -1.41711 -0.82233 2.27780
C -0.51731 -0.86793 3.44800
C 0.72869 -0.08433 3.19210
N 0.97239 0.53547 2.05080
C 2.23729 1.08257 2.17550
C 2.99749 1.86397 1.31090
C 4.25139 2.25987 1.73090
C 4.74759 1.91007 2.98980
C 4.00199 1.15727 3.87390
C 2.74699 0.74887 3.44890
N 1.75779 0.01107 4.06070
C -2.12931 1.48697 1.97490
N -1.24521 1.68037 1.00710
C -1.13751 3.05637 0.86510
C -0.35091 3.85237 0.03440
C -0.47671 5.22307 0.14220
C -1.35041 5.81357 1.05990
C -2.13521 5.04947 1.89830
C -2.01461 3.67277 1.78460
N -2.62271 2.64367 2.46490
H -3.36881 -0.22763 1.77720
H -2.91151 0.16047 3.45300
H -1.82101 -1.75693 2.18060
H -1.02381 -0.49663 4.35210
H -0.22411 -1.90983 3.63870
H 2.61239 2.17937 0.35050
H 4.86679 2.87077 1.08900
H 5.73059 2.24237 3.27700
H 4.36909 0.89947 4.85300
H 1.83359 -0.41933 4.97090
H 0.35819 3.42657 -0.66270
H 0.12289 5.86307 -0.48740
H -1.40411 6.88877 1.11630
H -2.80141 5.49537 2.61920
H -3.33001 2.74617 3.17710
I -4.77761 1.38127 -0.70230
C -4.49521 2.19407 -2.65100
I -2.43211 2.38867 -3.13790
H -4.93081 3.18557 -2.70520
H -4.93091 1.52537 -3.38390
N 1.20159 2.09617 -4.33990
C 1.84229 0.92457 -3.66560
C 0.89469 0.16087 -2.73160
N 0.69099 0.80507 -1.42990
H 1.85049 2.50997 -5.02570
H 0.92759 2.83947 -3.68320
H 0.34729 1.81497 -4.84500
H 2.72109 1.28077 -3.12220
H 2.17889 0.24017 -4.44530
H 1.31629 -0.83523 -2.55790
H -0.08001 0.02907 -3.21030
H 0.13929 1.66037 -1.54910
H 1.60579 1.04317 -1.03190
C -3.13191 -2.77033 -0.45390
C -2.48331 -2.81983 -1.83740
C -2.46611 -1.42913 -2.47070
C -1.10991 -3.45473 -1.78380
C -0.87101 -4.59573 -2.52620
C 0.34509 -5.25743 -2.46530
C 1.32579 -4.81623 -1.59320
C 1.14289 -3.69333 -0.80810
C 2.21569 -3.35503 0.20490
C 1.65859 -3.43973 1.62720
C 2.89889 -2.00703 -0.04030
C -0.06681 -2.94523 -0.95260
N -0.19741 -1.77603 -0.34140
H -4.14121 -2.37083 -0.51470
H -2.54231 -2.12393 0.20660
H -3.19081 -3.76353 -0.01970
H -3.10621 -3.45753 -2.46970
H -1.97571 -0.70803 -1.79390
H -3.48471 -1.10193 -2.66350
H -1.93491 -1.46373 -3.41740
H -1.64681 -4.98763 -3.16360
H 0.51069 -6.13823 -3.06340
H 2.24009 -5.37963 -1.49990
H 2.98839 -4.12373 0.11990
H 0.87529 -2.69163 1.77050
H 2.45939 -3.27223 2.34460
H 1.23869 -4.42603 1.80750
H 2.16789 -1.19163 0.00900
H 3.38969 -2.00813 -1.01170
H 3.66149 -1.83673 0.71850

For the LUMO energy (alpha / beta), the calculation gives -8.25 / -8.20 eV. Its total charge is +3. The calculation puts the HOMO-LUMO gap (alpha / beta) at 7.20 / 7.23 eV. The HOMO energy (alpha / beta) is -15.44 / -15.43 eV. For the strongest force on any atom, the calculation gives 3.148 eV Å⁻¹.